[1]
{
  "formula": "C28H17MnN2O7PS4",
  "method": "ωB97M-V with the def2-TZVPD basis set",
  "lumo_energy_ha": [0.031, 0.031],
  "e_tot_ev": -130573.826,
  "gap_ev": [4.90, 5.00],
  "total_charge": -1,
  "spin_multiplicity": 5,
  "e_homo_ev": [-4.1, -4.2],
  "species": ["Mn", "O", "C", "S", "C", "C", "S", "S", "S", "C", "C", "C", "C", "C", "C", "P", "C", "C", "C", "C", "C", "C", "C", "C", "C", "C", "C", "C", "H", "H", "H", "H", "H", "H", "H", "H", "H", "H", "H", "H", "H", "H", "O", "C", "O", "C", "C", "C", "C", "C", "C", "N", "O", "O", "N", "O", "O", "H", "H", "H"],
  "positions_angstrom": [[1.65848, 1.22849, -0.35814], [8.07363, 2.68953, 1.20277], [6.93906, 2.48263, 0.82226], [6.40748, 0.96953, 0.08568], [4.74051, 1.43940, -0.21136], [4.37486, 2.67035, 0.17226], [2.78449, 3.36649, -0.01919], [5.62171, 3.65041, 0.92770], [3.70139, 0.26595, -0.99623], [-3.58073, -0.39746, 0.86085], [-3.35529, 0.33242, -0.30069], [-2.19882, 0.12499, -1.04500], [-1.25749, -0.81634, -0.63772], [-1.48418, -1.53397, 0.53637], [-2.64179, -1.33425, 1.27877], [0.36261, -1.08156, -1.46540], [0.01857, -2.62096, -2.41223], [-1.25440, -2.97552, -2.86246], [-1.44336, -4.13968, -3.59498], [-0.36223, -4.96463, -3.88553], [0.90699, -4.62098, -3.44053], [1.09348, -3.45749, -2.70382], [0.43129, 0.22818, -2.72779], [0.03913, 0.10209, -4.05841], [0.20900, 1.17631, -4.92240], [0.76285, 2.36182, -4.44994], [1.17359, 2.47466, -3.12713], [1.03356, 1.40729, -2.25363], [-4.47933, -0.22737, 1.44271], [-4.07741, 1.07558, -0.61943], [-2.00598, 0.72124, -1.93032], [-0.73635, -2.24411, 0.87888], [-2.80483, -1.89722, 2.19129], [-2.10235, -2.33899, -2.63648], [-2.43660, -4.40338, -3.93987], [-0.51094, -5.87554, -4.45349], [1.75255, -5.26196, -3.66153], [2.08549, -3.18865, -2.35308], [-0.38779, -0.82737, -4.42037], [-0.07964, 1.08492, -5.96405], [0.89783, 3.20058, -5.12506], [1.63838, 3.38977, -2.78093], [0.00508, 1.79845, 0.67902], [0.50646, 1.21927, 1.68733], [1.63374, 0.66385, 1.60502], [-0.29054, 1.14454, 2.94575], [0.17162, 0.38998, 4.00704], [-0.62599, 0.27280, 5.12648], [-1.86167, 0.87569, 5.21925], [-2.28692, 1.61889, 4.13814], [-1.52654, 1.76456, 3.00044], [-3.62534, 2.26082, 4.20061], [-4.00264, 2.85828, 3.22156], [-4.26019, 2.13337, 5.22339], [-0.15361, -0.54070, 6.27646], [-0.89848, -0.64581, 7.22658], [0.93620, -1.05088, 6.18892], [1.13359, -0.10062, 3.95639], [-2.47609, 0.76599, 6.09919], [-1.88610, 2.33634, 2.15610]],
  "nbo_charge": [1.196, -0.604, 0.176, 0.318, -0.415, -0.385, -0.338, 0.327, -0.191, -0.224, -0.196, -0.209, -0.346, -0.154, -0.236, 0.810, -0.223, -0.229, -0.218, -0.215, -0.203, -0.222, -0.408, -0.153, -0.244, -0.197, -0.234, -0.274, 0.212, 0.213, 0.231, 0.212, 0.211, 0.223, 0.209, 0.208, 0.211, 0.229, 0.205, 0.204, 0.205, 0.232, -0.708, 0.708, -0.683, -0.068, -0.125, 0.004, -0.160, 0.004, -0.122, 0.540, -0.363, -0.379, 0.539, -0.381, -0.358, 0.280, 0.279, 0.282]
}

[2]
{
  "formula": "C28H17MnN2O7PS4",
  "method": "ωB97M-V with the def2-TZVPD basis set",
  "lumo_energy_ha": [0.031, 0.031],
  "e_tot_ev": -130574.154,
  "gap_ev": [5.13, 5.24],
  "total_charge": -1,
  "spin_multiplicity": 5,
  "e_homo_ev": [-4.3, -4.4],
  "species": ["Mn", "O", "C", "S", "C", "C", "S", "S", "S", "C", "C", "C", "C", "C", "C", "P", "C", "C", "C", "C", "C", "C", "C", "C", "C", "C", "C", "C", "H", "H", "H", "H", "H", "H", "H", "H", "H", "H", "H", "H", "H", "H", "O", "C", "O", "C", "C", "C", "C", "C", "C", "N", "O", "O", "N", "O", "O", "H", "H", "H"],
  "positions_angstrom": [[0.26073, -1.53827, 1.82557], [-1.65633, -6.51362, 5.91000], [-1.22778, -5.63102, 5.20721], [-1.07523, -5.75611, 3.44945], [-0.38164, -4.16436, 3.17720], [-0.19206, -3.37901, 4.24971], [0.48599, -1.77200, 4.28567], [-0.67686, -4.06307, 5.79741], [0.01720, -3.78840, 1.50602], [-0.16320, 3.40648, -1.50718], [1.05062, 2.96040, -1.00307], [1.32666, 1.60004, -0.93672], [0.38691, 0.66820, -1.36695], [-0.84042, 1.12529, -1.84884], [-1.11094, 2.48359, -1.93184], [0.61096, -1.14970, -1.26349], [1.05798, -1.55803, -2.99651], [1.44878, -0.61948, -3.94872], [1.80133, -1.02121, -5.23101], [1.77280, -2.36493, -5.57397], [1.38321, -3.30809, -4.63200], [1.02029, -2.90574, -3.35616], [2.20752, -1.34210, -0.40747], [3.46325, -1.27341, -1.01295], [4.60540, -1.41217, -0.24191], [4.49731, -1.61373, 1.13067], [3.25192, -1.68955, 1.73752], [2.09931, -1.56124, 0.96613], [-0.37308, 4.46830, -1.55405], [1.78382, 3.67464, -0.64945], [2.27055, 1.26216, -0.52722], [-1.59281, 0.40664, -2.15699], [-2.06712, 2.82050, -2.31394], [1.47728, 0.43077, -3.68552], [2.10209, -0.28122, -5.96246], [2.04884, -2.67665, -6.57352], [1.35367, -4.35824, -4.89407], [0.70456, -3.64150, -2.62446], [3.54184, -1.11915, -2.08349], [5.58212, -1.36662, -0.70824], [5.39397, -1.72586, 1.72909], [3.16638, -1.86542, 2.80281], [0.01686, 0.54295, 1.83374], [-1.24266, 0.40805, 1.80938], [-1.78353, -0.71700, 1.81933], [-2.07547, 1.64893, 1.70590], [-3.45847, 1.56010, 1.70114], [-4.19413, 2.72011, 1.53761], [-3.60347, 3.95788, 1.37015], [-2.22311, 4.00239, 1.37848], [-1.44456, 2.87330, 1.54802], [-1.56450, 5.30105, 1.17208], [-0.35122, 5.32744, 1.19402], [-2.27486, 6.27866, 1.03124], [-5.66456, 2.64450, 1.52553], [-6.27926, 3.68060, 1.35599], [-6.17361, 1.55175, 1.65448], [-3.93741, 0.59786, 1.81400], [-4.19611, 4.84807, 1.23323], [-0.36575, 2.92622, 1.53343]],
  "nbo_charge": [1.260, -0.597, 0.184, 0.312, -0.423, -0.382, -0.356, 0.325, -0.176, -0.223, -0.227, -0.144, -0.345, -0.207, -0.223, 0.814, -0.223, -0.238, -0.215, -0.219, -0.201, -0.227, -0.425, -0.147, -0.246, -0.197, -0.237, -0.263, 0.214, 0.217, 0.221, 0.219, 0.212, 0.223, 0.209, 0.207, 0.210, 0.226, 0.206, 0.204, 0.207, 0.233, -0.735, 0.713, -0.691, -0.069, -0.122, -0.003, -0.177, 0.072, -0.151, 0.522, -0.367, -0.383, 0.534, -0.383, -0.361, 0.279, 0.277, 0.283]
}

[3]
{
  "formula": "C28H18AlCl5N2O7",
  "method": "ωB97M-V with the def2-TZVPD basis set",
  "lumo_energy_ha": -0.061,
  "e_tot_ev": -115857.943,
  "gap_ev": 6.07,
  "spin_multiplicity": 1,
  "e_homo_ev": -7.7,
  "species": ["Al", "O", "C", "O", "C", "C", "C", "C", "C", "N", "C", "O", "O", "H", "H", "H", "H", "Cl", "C", "C", "Cl", "C", "Cl", "C", "O", "C", "Cl", "C", "Cl", "C", "C", "C", "C", "C", "C", "N", "C", "C", "C", "C", "C", "C", "C", "O", "O", "C", "C", "H", "H", "H", "H", "H", "H", "H", "H", "H", "H", "H", "H", "H", "H"],
  "positions_angstrom": [[1.69542, 0.54212, -0.18323], [3.08672, -3.51316, -0.42654], [2.56555, -2.32254, -0.21947], [2.77893, -1.34050, -0.89609], [1.64743, -2.21020, 0.95098], [1.26672, -3.18744, 1.83556], [0.38503, -2.82296, 2.85682], [-0.06831, -1.52025, 2.95735], [0.37267, -0.59961, 2.01988], [1.20017, -0.96227, 1.05311], [0.00658, 0.88097, 1.94683], [-0.76778, 1.34522, 2.74627], [0.61186, 1.46194, 0.95780], [3.66390, -3.46453, -1.20558], [1.64402, -4.19620, 1.73532], [0.05536, -3.56743, 3.57005], [-0.74458, -1.19450, 3.73701], [8.47573, 2.83687, 1.95505], [6.92820, 2.36711, 1.36550], [6.01675, 1.73980, 2.21159], [6.42684, 1.43483, 3.85349], [4.77315, 1.35629, 1.72960], [3.63470, 0.55129, 2.75329], [4.40816, 1.58812, 0.39814], [3.24237, 1.22270, -0.06011], [5.33455, 2.21127, -0.44236], [4.87330, 2.47788, -2.07758], [6.57950, 2.60211, 0.03620], [7.69286, 3.37768, -1.01938], [-3.88710, 0.84994, 2.40788], [-4.13415, 1.26402, 0.97317], [-5.04561, 2.28229, 0.72412], [-5.25548, 2.74023, -0.56723], [-4.56648, 2.16602, -1.61558], [-3.65344, 1.13589, -1.39181], [-2.95706, 0.68586, -2.54771], [-2.28160, -0.53536, -2.70173], [-3.00760, -1.72440, -2.76988], [-2.36923, -2.93865, -2.94781], [-0.98413, -2.99349, -3.06932], [-0.25277, -1.82084, -2.97718], [-0.88990, -0.59570, -2.79516], [-0.08450, 0.64691, -2.57467], [-0.26758, 1.67830, -3.17258], [0.81695, 0.48477, -1.63320], [-3.42553, 0.67136, -0.08751], [-2.36442, -0.36549, 0.21441], [-4.49880, 1.45155, 3.07968], [-2.84160, 0.99374, 2.69242], [-4.13999, -0.20049, 2.57941], [-5.57873, 2.73376, 1.55322], [-5.96019, 3.54148, -0.75567], [-4.72491, 2.50252, -2.63432], [-2.50055, 1.44422, -3.03321], [-4.08678, -1.67470, -2.68396], [-2.95337, -3.84951, -3.00829], [-0.48727, -3.94114, -3.23627], [0.83015, -1.83674, -3.04966], [-2.51356, -1.29509, -0.33227], [-2.34939, -0.60713, 1.27482], [-1.37116, 0.01124, -0.05366]],
  "nbo_charge": [2.073, -0.633, 0.794, -0.582, 0.090, -0.184, -0.133, -0.185, 0.162, -0.537, 0.771, -0.583, -0.824, 0.517, 0.249, 0.237, 0.262, 0.057, -0.113, -0.055, 0.059, -0.143, 0.027, 0.401, -0.903, -0.138, 0.063, -0.059, 0.066, -0.654, 0.000, -0.238, -0.190, -0.245, 0.151, -0.660, 0.279, -0.259, -0.195, -0.247, -0.178, -0.206, 0.826, -0.585, -0.930, 0.003, -0.648, 0.215, 0.251, 0.203, 0.207, 0.212, 0.215, 0.417, 0.227, 0.215, 0.212, 0.214, 0.223, 0.211, 0.201]
}

[4]
{
  "formula": "C28H18BrF3MoN4O8S2",
  "method": "ωB97M-V with the def2-TZVPD basis set",
  "lumo_energy_ha": -0.292,
  "e_tot_ev": -153375.270,
  "gap_ev": 5.97,
  "total_charge": 2,
  "spin_multiplicity": 1,
  "e_homo_ev": -13.9,
  "species": ["Mo", "N", "C", "C", "N", "C", "C", "N", "C", "C", "N", "H", "H", "H", "H", "H", "H", "O", "S", "O", "O", "C", "C", "C", "C", "C", "C", "S", "O", "O", "O", "H", "H", "H", "H", "F", "C", "F", "F", "C", "C", "C", "C", "C", "C", "C", "C", "H", "H", "H", "H", "Br", "C", "C", "C", "C", "C", "C", "C", "O", "O", "H", "H", "H", "H"],
  "positions_angstrom": [[-0.27741, -0.18214, -0.18232], [0.62334, -4.19799, -1.13574], [-0.56814, -4.18912, -1.82937], [-1.12780, -2.96917, -1.62768], [-0.29567, -2.24751, -0.79980], [0.75665, -3.01298, -0.53465], [1.80156, -2.37987, 0.22564], [1.60083, -1.09878, 0.48072], [2.67915, -0.65294, 1.20530], [3.53368, -1.69670, 1.38245], [2.96317, -2.78193, 0.75853], [1.27825, -4.96452, -1.11246], [-0.90164, -5.03935, -2.39726], [-2.04552, -2.56153, -2.00972], [2.77641, 0.36962, 1.52325], [4.48571, -1.75974, 1.87924], [3.36508, -3.70548, 0.71324], [-1.21614, 1.67874, -2.63812], [-2.15665, 0.60253, -2.61510], [-2.33224, -0.23204, -3.75124], [-1.90341, -0.29738, -1.34809], [-3.71717, 1.26069, -2.09952], [-4.72640, 1.28946, -3.03528], [-5.95959, 1.86427, -2.72219], [-6.17757, 2.40850, -1.47312], [-5.16795, 2.38457, -0.51597], [-3.94196, 1.81069, -0.82475], [-2.80042, 1.83688, 0.50071], [-1.39119, 1.83373, 0.11665], [-3.22069, 2.74195, 1.49439], [-2.93373, 0.30578, 1.19428], [-4.54872, 0.86251, -4.01308], [-6.74210, 1.88189, -3.46833], [-7.12909, 2.85724, -1.22534], [-5.33965, 2.81467, 0.46010], [1.55408, -1.06226, 7.63581], [2.29977, -1.39411, 6.57687], [3.37433, -0.59226, 6.56352], [2.72585, -2.65140, 6.74722], [1.50886, -1.24940, 5.29651], [1.38369, 0.00730, 4.72191], [0.65142, 0.16255, 3.55802], [0.03467, -0.94885, 2.98603], [0.14598, -2.20774, 3.57217], [0.88856, -2.35559, 4.73212], [-0.71833, -0.74945, 1.75827], [-1.76404, -0.29677, 1.17061], [1.86320, 0.86201, 5.17998], [0.55095, 1.14267, 3.10618], [-0.35209, -3.06187, 3.13146], [0.98324, -3.32626, 5.19891], [2.25850, 3.96409, -0.46736], [2.57015, 3.14931, -2.13786], [3.30404, 3.88744, -3.05140], [3.57816, 3.37140, -4.30877], [3.12105, 2.11245, -4.67980], [2.38505, 1.37490, -3.78029], [2.10428, 1.87411, -2.49801], [1.31259, 1.00544, -1.66007], [1.01395, 1.29324, -0.39865], [0.82867, -0.10091, -2.03158], [3.65950, 4.86989, -2.77602], [4.15353, 3.96643, -5.00555], [3.33324, 1.71874, -5.66337], [2.00416, 0.40033, -4.05222]],
  "nbo_charge": [1.533, -0.456, -0.031, -0.034, -0.430, 0.346, 0.323, -0.433, -0.046, -0.029, -0.458, 0.452, 0.265, 0.275, 0.265, 0.265, 0.452, -0.918, 2.413, -0.890, -0.924, -0.337, -0.159, -0.127, -0.181, -0.143, -0.300, 2.365, -0.854, -0.814, -0.607, 0.266, 0.251, 0.254, 0.265, -0.301, 0.970, -0.312, -0.311, -0.099, -0.157, -0.193, -0.145, -0.133, -0.187, -0.009, 0.306, 0.255, 0.233, 0.221, 0.254, 0.135, -0.037, -0.239, -0.114, -0.204, -0.131, -0.193, 0.808, -0.595, -0.618, 0.251, 0.243, 0.241, 0.241]
}